The following is a DFT calculation (the ωB97M-V functional and the def2-TZVPD basis) of C9H4Br2ClNO5PtSe2Te2 as an isolated structure at a distorted geometry.

```
! RIJCOSX wB97M-V def2-TZVPD def2/J DEFGRID3
* xyz 0 5
Pt -0.06 0.27 0.71
Br 3.51 0.54 -3.35
C 3.78 0.29 -1.49
C 5.07 0.04 -1.01
C 5.30 -0.11 0.33
Br 7.08 -0.39 0.93
C 4.23 -0.07 1.25
C 4.38 -0.22 2.65
C 3.27 -0.20 3.46
C 2.00 -0.05 2.88
N 1.85 0.12 1.58
C 2.92 0.14 0.75
C 2.67 0.38 -0.65
O 1.48 0.68 -1.05
H 5.89 -0.01 -1.71
H 5.37 -0.34 3.07
H 3.36 -0.30 4.53
H 1.10 -0.09 3.47
O -3.00 -1.16 0.98
Cl -2.76 -0.13 1.99
O -3.82 -0.09 2.92
O -2.64 1.14 1.32
O -1.49 -0.42 2.63
Se -0.16 2.64 -3.42
Te -0.19 0.26 -3.32
Te -1.78 -0.32 -1.09
Se -1.23 -2.60 -1.52
*
```

Computed properties:
Calculated total energy   -322248.3022 eV
⟨S²⟩   6.0262
ΔE to the lowest compared entry with this formula, charge and spin   0.0 kJ/mol

Löwdin charges in e: Pt 0.6483; Br 0.7434; C -0.5813; C -0.1707; C -0.6296; Br 0.7741; C -0.1837; C -0.0188; C -0.0297; C -0.1027; N -0.0564; C -0.1353; C -0.4295; O -0.4046; H 0.0978; H 0.0801; H 0.1122; H 0.1110; O -0.5511; Cl 0.6009; O -0.2614; O -0.4580; O -0.4113; Se 0.1096; Te 0.4614; Te 0.6042; Se 0.0812